48
Properties=species:S:1:pos:R:3 method="wB97M-V/def2-TZVPD" e_homo_ev=-8.334 mol_weight_g_mol=393.9 homo_lumo_gap_ha=0.325 total_energy_ha=-1621.3968 spin_multiplicity=1 e_lumo_ev=0.514 e_above_lowest_kj_mol=177.3
Cl -0.16828 4.01517 -3.31594
O 2.50140 0.85181 0.28866
N -3.13054 -1.59483 -1.28332
N 0.53693 0.58870 -0.75966
N -3.12508 -4.90278 1.47727
N -2.69605 -0.48875 -1.92760
N -1.92976 -4.58284 1.99425
C 1.02755 5.24330 0.85549
C 0.20686 -0.58919 0.06991
C -0.50829 0.98994 -1.71617
C -2.17982 -1.89916 -0.40620
C -1.49478 -0.09848 -1.47077
C 0.07773 -5.64378 2.88879
C -2.30742 -3.04936 0.47590
C -1.40558 -3.47729 1.42579
C 2.42911 2.15294 -2.86139
C 0.36165 4.44187 -1.70521
C 1.01944 -5.29118 3.74909
C -1.37850 -5.35782 3.09313
C 1.28543 3.68073 -0.99371
C 0.12082 5.99075 0.11485
C 1.70779 1.23259 -0.55828
C -3.36109 -3.98408 0.55710
C 3.44015 2.56070 -1.83546
C -0.20981 5.58887 -1.16453
C 1.59650 4.11409 0.30085
C -1.12116 -0.96666 -0.49554
C 1.99088 2.43386 -1.44749
H -1.53345 -4.83125 4.03769
H -3.27203 -0.08510 -2.64301
H -0.32940 6.88233 0.53040
H 0.18022 -0.30971 1.12646
H 3.83698 3.56442 -1.89997
H 1.29409 5.54397 1.85988
H -0.90794 1.97948 -1.48141
H 2.17085 2.85947 -3.63398
H -0.12610 1.01598 -2.73877
H 0.98062 -1.35158 -0.04599
H 2.06072 -5.52933 3.57868
H -0.91657 6.15137 -1.75861
H 2.41705 1.11597 -3.17394
H 0.77605 -4.75605 4.66004
H -4.26717 -4.01330 -0.02488
H 4.11166 1.81747 -1.43105
H 0.33559 -6.17086 1.97536
H -0.44546 -3.09296 1.72924
H 2.31081 3.52790 0.86714
H -1.96260 -6.27732 3.11688